One molecule with the formula C4H8N2O2, computed with ωB97M-V/def2-TZVPD.

Last column: Mulliken charge in e.
Cartesian coordinates (Å):
C -1.036827 1.384899 1.631085  -0.64
C -1.793894 -0.404306 0.266387  -0.22
C -0.742676 -1.005213 -0.234299  -0.15
C 1.554787 -0.792178 -0.716226  0.55
H -1.630460 2.134831 1.953074  0.31
H 0.050917 1.703620 1.384968  0.18
H -1.048103 0.501694 2.224217  0.37
H -2.791453 -0.913661 0.476077  0.34
H -0.965914 -2.175931 -0.391878  0.18
H 0.000280 0.592468 -1.264607  0.32
H 3.321218 -0.336914 -1.166799  0.28
H 2.238993 0.269514 -2.289032  0.24
N 0.236878 -0.311157 -0.859192  -0.19
N 2.421720 0.087589 -1.324350  -0.53
O -1.803797 0.994375 0.368132  -0.43
O 1.988331 -1.729631 -0.057557  -0.59

Forces on atoms 1 to 6 (eV/Å):
1.8938 -1.7179 -3.8190
-2.2323 1.0737 0.2834
-2.8961 -4.1104 -0.5927
-0.2748 1.1041 0.2602
-1.3681 2.5617 1.6361
-1.9028 -0.5074 0.3173

Spin multiplicity ... 1
HOMO energy ... -8.77 eV
LUMO ... 0.831 eV
Total energy ... -417.15364 Ha
Energy above the lowest of the compared OMol25 structures with the same formula, charge and spin ... 64.20 kcal/mol
Kohn-Sham gap ... 9.61 eV
Structure (SMILES) ... CO/C=C\NC(N)=O